Computed, not measured: a structure of composition C31H40N2O5, with the ωB97M-V functional and the def2-TZVPD basis.

Electronic energy = -46012.3110 eV
Energy relative to the best compared isomer or geometry (same formula, charge and spin) = 0.000 eV
Net charge = 0
LUMO energy = -0.301 eV

Cartesian coordinates (Å):
O (-2.37044, -0.76321, 4.58272)
O (3.83509, 1.50015, 0.50503)
O (4.07171, 1.56375, -2.24021)
O (2.38980, 2.75770, -3.13600)
O (1.94956, 2.51299, 1.27640)
N (-0.52783, -0.46512, 1.64689)
N (-2.58870, -0.99755, 2.27190)
C (2.94750, 2.03457, -2.14069)
C (-3.95619, 0.49304, 0.03543)
C (2.71200, 1.92048, 0.29198)
C (1.02087, -0.78463, -5.52911)
C (-0.43246, -0.72700, 3.08429)
C (2.01234, 1.80166, -1.01183)
C (-2.48774, 0.72210, 0.40982)
C (1.72320, -0.19838, -1.29380)
C (0.28793, -2.05251, 3.40268)
C (0.10432, -1.29339, -4.60116)
C (-3.88484, -1.62603, 2.30641)
C (0.59528, -0.20616, 0.92873)
C (1.60078, 3.61745, 3.35649)
C (-2.24735, -4.91142, 3.45251)
C (0.76100, -0.68525, -0.34181)
C (-1.85970, -0.58935, 1.07450)
C (-1.51899, -3.77628, 3.81409)
C (2.22995, -0.24584, -5.05898)
C (-1.98609, -5.55152, 2.23341)
C (0.33633, -1.20123, -3.21828)
C (-2.30111, 1.89790, 1.37414)
C (2.50051, -0.26673, -3.69483)
C (2.64902, 3.10190, 2.40282)
C (1.51583, -0.58712, -2.73082)
C (2.26345, 3.51219, -5.36014)
C (-0.27694, -3.89823, 1.74357)
C (3.21188, 3.19926, -4.23776)
C (-1.89928, -0.81551, 3.45261)
C (-0.52571, -3.26341, 2.96742)
C (-1.00668, -5.03495, 1.37947)
C (-1.78519, 1.03160, -0.90172)
H (-4.30533, 1.35278, -0.56284)
H (2.08756, 4.15629, 4.16907)
H (0.03019, 0.15660, 3.56048)
H (0.40912, -2.08580, 4.49768)
H (2.79651, -0.10719, -0.95964)
H (-0.40376, -1.59114, -2.51045)
H (-2.74354, 2.80563, 0.93567)
H (1.28194, -2.08929, 2.93271)
H (0.17381, -1.58135, -0.62406)
H (-1.79263, 0.15679, -1.56534)
H (3.51173, -0.01580, -3.37043)
H (-4.59604, -0.91997, 2.77370)
H (-4.02219, -0.39637, -0.61219)
H (3.91047, 2.42010, -4.54976)
H (-0.77636, -5.53172, 0.43376)
H (-1.23629, 2.10463, 1.55934)
H (3.30690, 3.89512, 2.02598)
H (-1.93186, -1.41087, 0.33148)
H (-4.63629, 0.36899, 0.89054)
H (1.45596, 4.18671, -5.06192)
H (0.51272, -3.50697, 1.09031)
H (1.12346, 2.44632, -1.07951)
H (0.80009, -0.77277, -6.60091)
H (2.81136, 3.97396, -6.18252)
H (3.76810, 4.08725, -3.92098)
H (2.96535, 0.19509, -5.73987)
H (1.78787, 2.58927, -5.70938)
H (1.06425, 2.76078, 3.77929)
H (-2.53034, -6.45856, 1.95781)
H (3.25788, 2.36286, 2.93881)
H (-2.32521, 1.84987, -1.40109)
H (-1.71175, -3.28193, 4.77435)
H (1.40217, 0.26585, 1.50020)
H (-3.84732, -2.56528, 2.89510)
H (-3.00173, -5.30723, 4.13794)
H (-2.78913, 1.73235, 2.34336)
H (-0.82037, -1.75136, -4.96052)
H (-0.75281, 1.37134, -0.77952)
H (-4.16208, -1.87103, 1.27324)
H (0.86450, 4.28015, 2.89388)